(1)
This record from OMol25 describes C39H37IrN3OS4Sb as an isolated structure. The level of theory is ωB97M-V with the def2-TZVPD basis set.

The energy above the lowest of the compared OMol25 structures with the same formula, charge and spin comes out at 261.2 kJ/mol. The value obtained for the max |F| is 2.6 eV/A. The HOMO energy comes out at -6.65 eV. The value obtained for the gap between HOMO and LUMO is 6.8 eV. For the total energy, the calculation gives -3685.1187 hartree.

Cartesian coordinates (Å):
Ir -0.1145 1.8637 -0.4797
C 2.9215 1.3288 2.1955
N 2.3014 2.4551 1.5207
C 1.6011 3.3241 2.4124
C 0.3614 2.6166 2.9531
N -0.6034 2.0314 1.9518
C -0.9268 0.6509 2.3460
C -1.7711 2.8930 1.8483
C -2.8804 2.7230 2.6613
C -3.9848 3.5538 2.5291
C -3.9624 4.5773 1.5930
C -2.8441 4.7613 0.7951
C -1.7412 3.9185 0.9032
S -0.3562 4.1282 -0.1765
C 3.1053 3.0292 0.5094
C 3.8311 4.1978 0.6737
C 4.5652 4.7226 -0.3857
C 4.5793 4.0707 -1.6074
C 3.8508 2.8971 -1.7802
C 3.0995 2.3767 -0.7366
S 2.0582 0.9483 -0.9290
H 3.6605 0.8703 1.5417
H 2.1834 0.5702 2.4504
H 3.4273 1.6492 3.1213
H 1.2967 4.2091 1.8584
H 2.2094 3.6441 3.2774
H -0.1869 3.3379 3.5632
H 0.6779 1.8012 3.6063
H -1.1835 0.5794 3.4104
H -0.0648 0.0147 2.1526
H -1.7572 0.2919 1.7457
H -2.8912 1.9376 3.4061
H -4.8505 3.4023 3.1608
H -4.8225 5.2235 1.4704
H -2.8178 5.5528 0.0569
H 3.8313 4.7044 1.6319
H 5.1287 5.6368 -0.2485
H 5.1341 4.4886 -2.4380
H 3.8223 2.4019 -2.7429
O -2.3217 1.8735 -0.6986
N -2.7320 1.4669 -1.8947
C -3.9841 0.9707 -1.9845
C -4.4975 0.5758 -3.1869
C -3.6883 0.6684 -4.3267
C -2.4054 1.1332 -4.2023
C -1.9026 1.5307 -2.9531
S -0.3037 2.0976 -2.7208
H -4.5113 0.9319 -1.0437
H -5.5102 0.2047 -3.2342
H -4.0646 0.3587 -5.2922
H -1.7376 1.1995 -5.0497
S -1.0118 -0.6236 -0.7223
Sb -0.0127 -2.6594 -0.5973
C 1.2784 -3.1658 -2.1804
C 2.3901 -2.3433 -2.3414
C 3.2760 -2.5809 -3.3816
C 3.0460 -3.6225 -4.2684
C 1.9316 -4.4337 -4.1164
C 1.0459 -4.2098 -3.0717
C -1.6620 -3.9482 -0.3715
C -2.3974 -3.7573 0.7983
C -3.6276 -4.3756 0.9567
C -4.1351 -5.1800 -0.0543
C -3.4108 -5.3691 -1.2209
C -2.1811 -4.7458 -1.3871
C 1.1119 -2.9399 1.1534
C 0.8565 -4.0099 2.0066
C 1.5957 -4.1508 3.1735
C 2.5853 -3.2297 3.4825
C 2.8406 -2.1647 2.6289
C 2.1004 -2.0110 1.4647
H 2.5576 -1.5020 -1.6820
H 4.1422 -1.9433 -3.5011
H 3.7325 -3.7965 -5.0870
H 1.7469 -5.2416 -4.8127
H 0.1862 -4.8548 -2.9632
H -2.0168 -3.1117 1.5822
H -4.1950 -4.2207 1.8651
H -5.1010 -5.6532 0.0650
H -3.8053 -5.9965 -2.0095
H -1.6465 -4.8814 -2.3158
H 0.0856 -4.7325 1.7657
H 1.4014 -4.9839 3.8368
H 3.1600 -3.3414 4.3931
H 3.6196 -1.4520 2.8681
H 2.2846 -1.1638 0.8093

=====

(2)
This record from OMol25 describes the molecule C39H37N3O3. The level of theory is ωB97M-V with the def2-TZVPD basis set.

The energy above the lowest of the compared OMol25 structures with the same formula, charge and spin comes out at 0.0 kJ/mol. The SMILES is CN1C(=O)[C@@H](Cc2c[nH]c3ccccc23)N(/C=C/[C@@H](c2ccccc2)C(C(=O)c2ccccc2)C(=O)c2ccccc2)C1(C)C. The value obtained for the max |F| is 3.2 eV/A. The HOMO energy comes out at -7.51 eV. The value obtained for the gap between HOMO and LUMO is 7.4 eV. For the total energy, the calculation gives -1898.2942 hartree.

Cartesian coordinates (Å):
C -1.2442 -4.6727 0.2283
N -0.2610 -3.6135 0.1278
C 0.3248 -3.0500 1.2281
O 0.1309 -3.4430 2.4027
C 1.3340 -1.9943 0.7463
C 2.7320 -2.1849 1.3925
C 2.6910 -2.0111 2.8570
C 2.3444 -0.8805 3.5759
N 2.3142 -1.1949 4.9213
C 2.6399 -2.5374 5.0796
C 2.5684 -3.3136 6.2288
C 2.8247 -4.6856 6.0943
C 3.1314 -5.2505 4.8372
C 3.1658 -4.4518 3.6756
C 2.8974 -3.0890 3.7991
N 1.3314 -2.2496 -0.7046
C 1.9854 -1.4295 -1.5439
C 1.9551 -1.5394 -2.9149
C 2.2197 -0.4598 -3.8031
C 2.8001 -0.7824 -5.1465
C 3.9197 -0.1090 -5.6815
C 4.3021 -0.3727 -6.9917
C 3.6006 -1.2792 -7.7767
C 2.4873 -1.9509 -7.2580
C 2.1306 -1.7274 -5.9220
C 0.3257 -3.2617 -1.1523
C 1.0469 -4.4621 -1.7925
C -0.7407 -2.6941 -2.0964
H -1.5902 -4.7260 1.2587
H -2.0869 -4.4326 -0.4368
H -0.8415 -5.6711 -0.0305
H 0.9096 -1.0036 1.0868
H 3.1716 -3.1709 1.1606
H 3.3442 -1.4399 0.8702
H 2.1803 0.1154 3.2052
H 2.0749 -0.5447 5.6350
H 2.3155 -2.8687 7.1857
H 2.7835 -5.3582 6.9585
H 3.3266 -6.3210 4.7161
H 3.3705 -4.8268 2.6709
H 2.5239 -0.6086 -1.0264
H 1.6336 -2.4547 -3.4068
H 2.5691 0.4770 -3.3673
H 4.4602 0.5977 -5.0441
H 5.2129 0.1183 -7.4044
H 3.9067 -1.5031 -8.8057
H 1.9534 -2.6933 -7.8539
H 1.2951 -2.2763 -5.4658
H 1.5223 -5.0240 -0.9778
H 0.3105 -5.1100 -2.2923
H 1.8022 -4.1325 -2.5144
H -1.3205 -1.9127 -1.5940
H -0.3015 -2.3307 -3.0332
H -1.4676 -3.4727 -2.3638
C -4.0343 0.8968 -1.6473
C -3.7431 0.6379 -3.0032
C -2.3961 0.6950 -3.4280
C -1.3683 0.9878 -2.5169
C 0.0997 1.0212 -2.8897
C 0.7159 0.5981 -4.2047
C 1.3313 1.7752 -4.9199
C 1.3288 1.8005 -6.4424
C 0.3674 1.1597 -7.2553
C 0.5007 1.1044 -8.6516
C 1.5914 1.7146 -9.2721
C 2.5267 2.4121 -8.4884
C 2.3800 2.4704 -7.0969
O 1.9565 2.6582 -4.2924
O 0.8446 1.3567 -1.9448
C -1.6960 1.2296 -1.1575
C -3.0300 1.1944 -0.7312
H -5.0693 0.8519 -1.2783
H -4.5475 0.3693 -3.6818
H -2.0452 0.5220 -4.4567
H 0.0242 0.0092 -4.8787
H -0.5038 0.6882 -6.8245
H -0.2051 0.5185 -9.2438
H 1.7391 1.5744 -10.3616
H 3.4173 2.8519 -8.9399
H 3.1175 3.0009 -6.4820
H -0.9055 1.3982 -0.4246
H -3.2409 1.3352 0.3437